1.
Below is a 5-piece molecular cluster, C34H35BF13IO12 overall, with properties calculated with ωB97M-V/def2-TZVPD.

```
96
Properties=species:S:1:pos:R:3:forces:R:3
C -5.0056 -6.4485 5.2670 -0.086 -0.203 0.245
C -5.7012 -5.1092 5.2055 0.371 0.013 -0.346
F -6.8510 -5.1491 5.9928 0.050 0.095 0.028
C -6.1085 -4.6430 3.8097 -0.108 0.072 -0.235
C -4.9963 -4.7792 2.7978 0.091 0.125 -0.119
C -3.9919 -3.8074 2.7961 -0.010 -0.360 -0.032
C -2.9542 -3.8701 1.8806 -0.007 0.024 -0.046
C -2.9027 -4.9143 0.9530 -0.257 0.066 0.122
C -3.8945 -5.8830 0.9485 0.256 0.277 0.171
C -4.9503 -5.8259 1.8624 0.127 -0.212 0.046
C -6.0362 -6.8720 1.7630 -0.009 0.482 -0.240
B -7.1622 -6.3408 0.7771 -0.130 -0.215 -0.186
O -6.8450 -5.6968 -0.4115 -0.360 0.282 0.243
O -8.4713 -6.5796 1.0909 0.206 0.292 0.544
C -1.7818 -4.9270 -0.0327 0.125 -0.032 0.070
O -1.2289 -5.9401 -0.3897 -0.224 -0.020 -0.293
C -1.3827 -3.5665 -0.5072 -0.110 0.149 0.148
C -0.9981 -3.3183 -1.8171 0.069 -0.034 0.295
C -0.6863 -2.0214 -2.2006 -0.028 -0.188 0.007
C -0.7590 -0.9909 -1.2711 0.074 0.194 -0.115
I -0.3237 0.9514 -1.9086 -0.023 -0.089 0.115
C -1.1231 -1.2248 0.0459 0.116 -0.191 -0.054
C -1.4403 -2.5226 0.4201 -0.023 0.010 -0.132
C -1.8869 -2.8326 1.8133 0.077 -0.131 0.048
O -1.4060 -2.3017 2.7881 -0.245 0.181 -0.062
H -4.9271 -6.7503 6.3113 0.011 0.012 0.023
H -3.9932 -6.3795 4.8720 -0.019 0.031 -0.117
H -5.5447 -7.2325 4.7365 -0.046 0.042 -0.051
H -5.0204 -4.3585 5.6185 -0.183 0.047 0.244
H -7.0050 -5.1737 3.4883 0.027 -0.135 0.103
H -6.3847 -3.5883 3.8636 -0.060 0.007 0.108
H -4.0439 -2.9944 3.5102 0.111 0.051 -0.009
H -3.8375 -6.6664 0.2040 -0.069 -0.108 0.065
H -6.4894 -7.0842 2.7259 0.085 -0.246 0.017
H -5.5950 -7.7760 1.3413 -0.083 -0.149 0.092
H -6.5968 -4.7724 -0.3338 0.318 -0.067 -0.107
H -9.0665 -5.9046 0.7497 -0.109 -0.293 -0.467
H -0.9605 -4.1456 -2.5119 0.075 0.031 -0.093
H -0.3893 -1.8210 -3.2197 -0.012 0.074 -0.026
H -1.1731 -0.4258 0.7711 0.026 0.018 0.027
C 3.5536 1.3697 -7.9266 -0.218 0.009 0.002
C 3.7712 2.2893 -6.7463 0.363 -0.077 -0.161
O 2.5600 3.0116 -6.4195 -0.023 0.031 0.057
C 1.6960 2.3688 -5.6568 0.101 0.041 -0.058
O 1.7905 1.2627 -5.2150 -0.036 -0.056 0.023
C 0.4903 3.2819 -5.3499 0.012 -0.063 -0.007
F 0.0744 3.9379 -6.4339 -0.037 0.020 -0.012
F 0.8295 4.1876 -4.4181 0.001 0.002 0.019
F -0.5184 2.5570 -4.8774 -0.081 0.080 -0.016
H 3.1770 1.9275 -8.7847 0.070 0.019 -0.006
H 4.4944 0.8946 -8.2028 0.015 0.011 0.015
H 2.8310 0.5901 -7.6866 0.048 -0.027 0.036
H 4.5015 3.0610 -6.9773 -0.086 0.083 0.008
H 4.1187 1.7515 -5.8687 -0.080 -0.039 0.097
C 7.9865 4.2150 -1.6194 0.016 -0.285 -0.043
C 8.4867 4.3537 -3.0385 0.062 0.435 0.187
O 8.6869 3.0618 -3.6566 0.022 -0.037 -0.031
C 7.6161 2.5104 -4.1932 0.019 0.072 0.007
O 6.5082 2.9590 -4.2330 -0.099 -0.039 -0.053
C 7.9925 1.1676 -4.8543 -0.059 0.054 0.030
F 8.8011 0.4459 -4.0797 0.019 -0.064 -0.004
F 8.6194 1.4047 -6.0157 0.028 -0.022 -0.029
F 6.8980 0.4569 -5.1089 -0.007 -0.041 -0.025
H 8.6731 3.6057 -1.0307 0.054 0.072 0.011
H 7.9085 5.1986 -1.1582 -0.002 0.017 -0.002
H 7.0070 3.7441 -1.5845 -0.045 0.078 -0.033
H 9.4628 4.8329 -3.0659 0.063 -0.134 -0.043
H 7.8049 4.9427 -3.6502 -0.068 -0.112 -0.038
C -1.4806 0.5525 3.7973 -0.199 0.150 -0.055
C -1.4881 1.6895 4.7923 0.353 -0.202 0.035
O -2.5691 2.6116 4.5237 -0.027 0.073 0.057
C -3.7522 2.2781 5.0092 0.108 -0.003 -0.039
O -4.0317 1.3047 5.6430 -0.054 -0.039 0.021
C -4.7786 3.3808 4.6723 -0.002 -0.070 -0.012
F -4.6489 3.7994 3.4103 -0.029 0.031 -0.021
F -4.5935 4.4302 5.4837 -0.004 0.047 0.009
F -6.0157 2.9297 4.8418 -0.038 0.017 0.009
H -1.4359 0.9432 2.7795 0.072 0.016 0.009
H -0.6214 -0.0934 3.9614 0.009 -0.016 0.014
H -2.3808 -0.0526 3.8882 0.032 -0.045 0.057
H -0.5835 2.2887 4.7151 -0.074 0.100 -0.059
H -1.5654 1.3257 5.8158 -0.149 0.020 0.002
C 1.9044 4.8620 0.3620 0.122 -0.091 0.170
C 2.8067 6.0086 -0.0347 -0.299 0.010 -0.208
O 3.8689 6.1824 0.9336 0.079 -0.037 -0.008
C 4.9439 5.4298 0.7648 -0.176 0.148 -0.088
O 5.1598 4.6548 -0.1190 -0.044 -0.072 0.037
C 5.9719 5.7327 1.8740 -0.038 -0.055 -0.019
F 5.3902 5.8190 3.0708 0.033 0.006 0.054
F 6.5779 6.8990 1.6129 0.034 0.045 0.015
F 6.8964 4.7800 1.9172 0.046 -0.003 0.017
H 1.5133 5.0225 1.3670 -0.061 0.035 -0.029
H 1.0672 4.7854 -0.3310 0.005 0.024 -0.020
H 2.4419 3.9140 0.3587 0.021 0.008 -0.087
H 2.2617 6.9496 -0.0320 0.091 0.049 0.126
H 3.2342 5.8686 -1.0258 0.122 -0.078 0.049
```
Positions in Å, forces in eV/Å.

Charge: 0
Frontier orbital gap in eV: 8.349
LUMO energy in eV: -0.8
Structure (SMILES): C[C@H](F)Cc1cc2c(cc1CB(O)O)C(=O)c1ccc(I)cc1C2=O.CCOC(=O)C(F)(F)F.CCOC(=O)C(F)(F)F.CCOC(=O)C(F)(F)F.CCOC(=O)C(F)(F)F
Electronic energy in eV: -104505.1275

Results of the Löwdin charge analysis, in e, for atoms 1 through 2: atom 1 (C): -0.0251, atom 2 (C): -0.3736

=====

2.
Below is CH6O2 as an isolated structure in a non-equilibrium geometry, with properties calculated with ωB97M-V/def2-TZVPD.

```
9
Properties=species:S:1:pos:R:3:forces:R:3
C 0.1985 -0.6577 1.0103 5.315 -2.484 -2.772
O 0.6534 -1.1885 -0.1197 -2.414 1.548 4.933
H -0.8860 0.0328 0.5236 -2.156 1.290 -0.526
H 0.7277 0.2388 1.3784 -0.436 0.285 -0.541
H -0.1895 -1.1760 1.9074 -0.637 -0.566 -1.024
H -1.5430 0.4627 0.5540 0.265 -0.219 0.074
H 0.6741 1.1514 -2.3460 -1.235 0.178 0.953
H 0.3659 0.1308 -1.2812 -0.713 1.168 -0.190
O -0.0011 1.0056 -1.6267 2.011 -1.201 -0.907
```
Positions in Å, forces in eV/Å.

Charge: 0
Frontier orbital gap in eV: 9.737
LUMO energy in eV: -0.7
Electronic energy in eV: -5225.6827

Results of the Löwdin charge analysis, in e, for atoms 1 through 2: atom 1 (C): -0.2027, atom 2 (O): -0.1394